Record 1
ORCA calculation (wB97M-V/def2-TZVPD) on a structure of composition C47H42AsHfN6O3STe.

The geometry in XYZ format:
```
102
Properties=species:S:1:pos:R:3:forces:R:3:mulliken_charge:R:1
Hf -17.606 12.590 0.485 0.0982 0.1438 0.3910 -0.118
O -13.925 10.949 2.052 -1.4592 0.0417 -0.2539 -0.749
C -15.095 11.183 1.733 1.0607 -0.3577 0.5146 0.175
N -15.533 12.228 0.982 -0.1420 0.5638 0.1024 0.854
C -14.774 13.455 1.065 0.7069 -0.1698 -0.3140 -0.180
C -13.399 13.614 0.757 -0.3854 -0.5956 0.2811 -0.571
C -12.748 14.839 0.936 0.0509 -0.8503 0.2087 -0.585
C -13.426 15.921 1.475 -0.6918 -0.4155 -0.0995 -0.828
C -14.795 15.768 1.713 -0.2072 -0.3558 -0.7724 -0.331
C -15.501 14.573 1.492 0.9952 0.9581 -0.2914 0.615
N -16.911 14.474 1.551 -0.3036 -1.7320 -0.5870 -0.120
C -17.655 15.062 2.489 0.7295 1.1671 1.7436 0.271
O -17.305 15.925 3.320 -0.4850 -0.9337 -1.1186 -0.748
C -19.066 14.542 2.567 -0.5211 0.1792 -0.7329 0.389
C -20.038 15.352 3.148 -0.5989 -1.3595 -0.9069 -1.061
C -21.379 14.934 3.019 0.5168 0.8657 -0.1241 -0.959
C -21.666 13.761 2.355 0.4149 0.3885 0.1167 -1.084
C -20.632 12.975 1.910 1.0660 -0.3148 0.4009 0.620
N -19.348 13.357 1.944 0.3578 1.2596 0.5002 0.267
C -16.256 10.343 2.285 1.7433 0.6845 -0.9727 0.568
C -16.014 9.191 2.989 0.4363 -0.4155 0.2105 -0.728
C -17.098 8.495 3.459 -0.5629 -0.0882 -0.4783 -0.628
C -18.380 8.948 3.169 -0.2823 0.0990 0.8057 -0.607
C -18.523 10.150 2.524 -1.1055 1.2083 -1.0833 0.248
N -17.458 10.834 2.036 -1.0771 -0.3480 0.1918 0.163
H -12.790 12.745 0.454 -0.6405 0.5150 0.0680 0.392
H -11.689 14.850 0.690 -0.1296 0.2956 0.1147 0.377
H -12.935 16.867 1.681 -0.1018 -0.0950 -0.1536 0.375
H -15.424 16.604 1.873 -0.2005 0.8462 0.6913 0.467
H -19.728 16.306 3.514 0.0543 0.2682 0.4780 0.533
H -22.196 15.571 3.363 0.2758 -0.1552 0.0001 0.420
H -22.657 13.445 2.149 -0.6026 -0.2088 0.0464 1.081
H -20.762 11.960 1.612 -0.6010 -0.3327 -0.5006 -0.306
H -15.009 8.799 3.142 -0.1764 0.5128 -0.1406 0.470
H -16.934 7.577 3.978 -0.0927 -0.4717 0.3455 0.449
H -19.287 8.463 3.511 0.0459 -0.0269 -0.0872 0.559
H -19.548 10.604 2.336 1.3627 -1.0323 0.3301 -0.336
C -21.839 9.272 -6.586 -0.1621 0.7457 -1.4395 -1.540
C -21.113 9.385 -5.320 0.9107 -0.5951 1.1173 1.157
C -21.682 8.797 -4.204 0.8208 0.9800 0.0615 -1.110
C -21.114 8.920 -2.950 0.1831 -0.9357 0.8923 0.508
C -21.832 8.345 -1.734 -0.4257 0.2235 -1.3391 -0.451
C -19.854 9.485 -2.839 0.5235 0.4648 0.3952 0.051
As -19.011 9.579 -1.041 -0.7006 0.7727 -0.0625 0.686
N -19.082 11.503 -0.668 1.8712 -1.2693 0.8673 0.969
C -20.285 12.114 -0.870 -0.6973 1.6158 -1.0969 1.156
C -21.504 11.507 -0.609 -1.3177 1.0397 -0.7956 0.403
C -22.727 12.181 -0.832 0.7254 -0.4366 0.1544 -0.751
C -22.729 13.506 -1.225 -0.0809 0.2045 -0.3353 -1.154
C -21.510 14.111 -1.501 0.3829 1.4594 0.1198 -0.730
C -20.302 13.466 -1.357 -0.7500 -1.5652 0.6533 -0.201
C -22.108 9.358 2.485 0.7800 -0.0209 -0.1197 -1.474
C -23.061 10.380 2.412 -0.2957 0.2959 1.2842 1.955
C -23.032 11.310 3.594 0.7494 1.9378 -0.4097 -1.479
C -24.187 10.415 1.607 -0.4628 0.3562 -0.1169 -0.824
C -24.467 9.293 0.820 -0.1109 0.8610 -0.0869 1.104
C -25.711 9.249 -0.026 -0.5547 0.4910 0.6002 -1.677
C -23.561 8.259 0.860 0.5152 -0.3032 0.2452 -0.662
C -22.386 8.292 1.648 0.2631 -1.1018 -1.1325 0.946
C -21.381 7.107 1.503 -0.2641 1.3821 1.4732 -1.640
C -19.194 9.944 -3.989 0.7635 0.8135 0.4002 0.627
C -17.818 10.558 -3.887 0.1193 -0.0883 0.5208 -0.299
C -19.825 9.946 -5.204 -0.7938 -0.1023 -1.9094 -1.210
H -22.695 9.958 -6.584 -0.0681 -0.3116 -0.0190 0.295
H -22.174 8.254 -6.803 -0.0262 0.1653 0.0760 0.363
H -21.202 9.621 -7.407 -0.1079 -0.2250 -0.0729 0.367
H -22.586 8.271 -4.300 -1.2359 -0.5419 -0.1392 0.588
H -21.227 8.394 -0.845 -0.1391 0.1224 0.2746 -1.116
H -22.096 7.288 -1.896 0.0075 0.3364 -0.0100 0.653
H -22.759 8.928 -1.618 0.2860 -0.3497 0.3239 0.152
H -21.511 10.529 -0.204 -0.1736 -0.9328 0.3789 -0.026
H -23.668 11.665 -0.685 0.1596 -0.0705 0.1956 0.310
H -23.652 14.071 -1.360 0.1966 -0.2737 0.0377 0.414
H -21.443 15.176 -1.786 -0.3552 -0.6320 -0.0107 0.360
H -19.394 13.951 -1.641 0.3992 0.1784 -0.1265 -0.060
H -21.988 11.535 3.900 -0.5369 -0.1641 -0.1873 0.188
H -23.467 10.792 4.424 -0.5057 -0.1110 0.5903 0.517
H -23.540 12.304 3.409 0.0977 -1.1312 0.4708 0.320
H -24.861 11.319 1.639 0.5379 -1.0896 -0.0918 -0.031
H -26.336 8.401 0.250 -0.0462 -0.2022 0.0272 0.475
H -25.525 9.151 -1.099 0.0271 0.2944 0.0042 0.254
H -26.321 10.153 0.226 0.4220 -0.5897 -0.6391 0.317
H -23.766 7.425 0.213 -0.0116 -0.5861 -0.1479 0.320
H -21.843 6.178 1.362 -1.1790 -1.4505 -0.5225 0.538
H -20.838 6.947 2.449 0.0489 0.4984 -0.3298 0.351
H -20.677 7.210 0.696 0.4816 0.3347 -0.2863 0.105
H -15.947 9.993 -3.234 -0.0056 -0.2910 0.3509 0.290
H -17.865 11.592 -3.530 -0.3357 0.0177 0.2609 -0.167
H -17.289 10.671 -4.828 -0.3031 -0.4341 -0.3454 0.625
H -19.348 10.325 -6.160 -0.3798 -0.3644 1.4178 0.190
O -16.278 9.458 -0.850 -0.1860 0.1477 -0.0573 -0.575
C -17.167 9.639 -1.675 0.9687 0.0611 -0.5485 -0.219
N -16.920 9.785 -3.012 0.0658 0.4687 0.1454 -0.148
Te -16.713 13.854 -2.055 0.3084 0.0440 0.2173 0.056
C -15.187 12.566 -2.717 0.3160 -0.6005 0.8802 0.016
C -14.340 11.673 -2.073 -0.5169 1.5706 -2.4414 -0.530
C -13.414 11.070 -2.966 -0.1966 -0.9231 0.8762 -1.119
C -13.615 11.407 -4.265 -0.1663 0.3901 0.2172 -0.413
S -14.899 12.556 -4.378 0.4743 -0.1171 -1.0248 -0.169
H -14.427 11.538 -1.061 0.1348 -0.5511 2.2015 1.018
H -12.717 10.310 -2.592 -0.0871 0.4071 -0.4209 0.340
H -13.053 11.079 -5.111 0.0899 -0.0581 -0.3907 0.436
```
Positions in Å, forces in eV/Å.

E_LUMO (alpha / beta), eV: 1.54 / 1.54
Maximum force, eV/A: 2.949
Total charge: -1
HOMO energy (alpha / beta), Eh: -0.137 / -0.137
E, eV: -144781.2441
Energy above the lowest of the compared OMol25 structures with the same formula, charge and spin, eV: 3.1221

Record 2
ORCA calculation (wB97M-V/def2-TZVPD) on a cluster of 7 separate species, C47H42N2O14S in total.

The geometry in XYZ format:
```
106
Properties=species:S:1:pos:R:3:forces:R:3:mulliken_charge:R:1
C 3.630 -1.388 0.491 -0.8729 0.8939 -1.0244 -0.481
C 4.947 -1.414 -0.433 0.8989 0.5426 0.9536 -0.956
C 5.626 -2.862 -0.612 0.1651 0.6937 -1.5194 -0.066
C 4.598 -4.103 -0.651 1.7335 -0.5333 0.0601 -0.445
C 4.919 -5.057 0.613 -0.6343 -1.3309 -0.1611 -0.691
C 3.813 -5.014 1.784 0.1534 -0.6410 -0.4127 -1.002
C 4.345 -4.387 3.184 -0.9535 2.9064 -1.1816 0.954
C 5.260 -3.071 2.971 2.0439 1.3574 -1.0086 -0.489
N 5.987 -2.140 2.756 -3.3295 -4.4251 1.0766 -0.569
C 3.014 -3.871 3.979 -0.1998 1.4997 1.0470 -0.425
C 3.207 -2.309 4.375 0.0004 2.8116 0.4873 0.210
N 3.342 -1.128 4.584 -0.8339 -6.1546 -1.0222 -0.539
S 5.321 -5.582 4.225 -0.2232 -5.3416 4.7128 1.540
C 7.177 -5.347 4.087 1.2748 0.5841 -0.0102 -0.908
O 4.993 -7.010 3.840 0.7301 3.7712 -0.7218 -0.685
O 5.017 -5.467 5.721 0.6467 1.4157 -4.1294 -0.691
H 3.620 -0.449 1.173 0.1366 -1.7863 -0.9397 0.383
H 2.706 -1.257 -0.202 1.4481 -0.3729 1.2118 0.205
H 3.436 -2.342 1.090 0.4966 1.4574 -0.7419 -0.101
H 5.734 -0.753 0.110 -1.2337 -1.0951 -0.9722 0.245
H 4.780 -0.884 -1.452 0.0037 -1.1295 1.7018 0.305
H 6.151 -2.847 -1.650 -0.8933 0.0675 1.9563 0.073
H 6.495 -2.999 0.145 -1.7981 0.0787 -1.0099 0.326
H 3.496 -3.817 -0.760 1.5606 -0.2855 0.4659 0.387
H 4.857 -4.731 -1.593 -0.5037 1.0803 1.5327 0.188
H 5.974 -4.897 1.060 -1.7008 0.0171 -0.8836 0.274
H 4.933 -6.147 0.211 -0.0344 1.7415 0.8167 0.399
H 3.435 -6.091 1.995 0.7908 1.8450 -0.0106 0.508
H 2.877 -4.441 1.411 1.7186 -0.6217 0.8455 0.355
H 2.785 -4.490 4.922 0.7069 1.0851 -1.3188 0.418
H 2.063 -3.916 3.331 1.7784 0.0943 0.7509 0.359
H 7.484 -4.668 3.219 -0.6468 -0.8374 1.2764 0.276
H 7.726 -6.350 3.952 -1.5530 1.2955 0.1345 0.346
H 7.543 -4.910 5.097 -0.9840 -0.5285 -1.7919 0.356
O 6.575 -3.551 -3.581 0.2134 -0.3437 -0.3367 -0.581
C 7.128 -4.598 -3.865 -0.1969 0.3719 0.0764 0.426
C 6.694 -5.405 -5.024 -0.0019 -0.2753 -0.1985 -0.383
C 7.300 -6.553 -5.333 -0.2596 0.2382 -0.0778 -0.368
C 8.430 -7.065 -4.530 0.2428 -0.4666 -0.1372 0.341
O 8.983 -8.112 -4.813 -0.1698 0.3218 0.0927 -0.548
C 8.863 -6.258 -3.370 -0.0230 0.2841 0.2304 -0.378
C 8.258 -5.110 -3.062 0.2405 -0.2126 0.0949 -0.243
H 5.866 -5.015 -5.602 0.0131 0.0305 0.0393 0.434
H 6.995 -7.157 -6.178 0.0398 -0.0197 0.0201 0.401
H 9.692 -6.647 -2.792 -0.0123 -0.0292 -0.0413 0.414
H 8.563 -4.505 -2.216 -0.0359 0.0292 -0.0153 0.438
O -2.018 2.408 2.008 0.0856 -0.2240 -0.0605 -0.609
C -1.466 1.362 1.718 -0.1112 0.3366 0.0189 0.310
C -1.906 0.558 0.558 0.1545 -0.1432 -0.2076 -0.800
C -1.303 -0.589 0.243 -0.1841 0.1434 -0.1173 -0.424
C -0.168 -1.104 1.038 0.1260 -0.2465 -0.0920 0.471
O 0.384 -2.150 0.748 -0.1339 0.1332 0.1388 -0.568
C 0.273 -0.300 2.198 0.0203 0.1943 0.2161 -0.209
C -0.331 0.847 2.513 0.2357 -0.1871 0.1027 -0.561
H -2.737 0.949 -0.014 0.1365 0.0027 -0.0599 0.931
H -1.613 -1.190 -0.603 -0.0379 0.0204 0.0228 0.510
H 1.105 -0.691 2.771 0.0310 0.0184 -0.0096 0.456
H -0.021 1.449 3.359 -0.0138 0.0075 -0.0123 0.470
O -0.154 8.604 0.557 0.0381 -0.2453 -0.1504 -0.548
C -0.277 7.487 0.087 -0.0496 0.3065 0.1875 0.415
C 0.709 6.945 -0.872 0.1449 -0.2201 -0.2111 -0.366
C 0.572 5.722 -1.388 0.2103 0.2915 -0.0005 -0.416
C -0.570 4.858 -1.022 -0.1263 -0.4498 -0.1298 0.358
O -0.693 3.742 -1.492 0.0666 0.2948 0.1244 -0.568
C -1.556 5.401 -0.064 -0.1395 0.2223 0.1882 -0.283
C -1.419 6.623 0.452 -0.1730 -0.2506 0.0251 -0.232
H 1.540 7.590 -1.128 -0.0276 0.0163 0.0282 0.424
H 1.285 5.309 -2.091 -0.0280 -0.0293 0.0082 0.406
H -2.387 4.755 0.192 0.0547 -0.0387 0.0086 0.408
H -2.131 7.036 1.155 0.0073 0.0537 -0.0449 0.384
O -8.548 0.691 1.958 0.2916 -0.0925 -0.1751 -0.555
C -7.594 0.361 1.279 -0.2562 0.1092 0.1897 0.243
C -6.212 0.458 1.798 0.3496 -0.0085 0.0542 -0.658
C -5.167 0.099 1.052 -0.1796 0.0961 0.3159 -0.133
C -5.344 -0.415 -0.323 0.1493 -0.1247 -0.2804 0.425
O -4.388 -0.745 -1.003 -0.1692 0.0713 0.1449 -0.559
C -6.724 -0.512 -0.841 -0.2014 0.0590 0.1253 -0.385
C -7.771 -0.152 -0.097 0.0490 0.0784 0.1174 -0.325
H -6.100 0.835 2.807 -0.0182 0.0015 -0.0124 0.450
H -4.150 0.164 1.416 -0.1142 -0.0477 0.0487 0.397
H -6.836 -0.889 -1.850 0.0106 0.0102 0.0291 0.339
H -8.788 -0.218 -0.461 0.3959 0.1503 0.3901 0.863
O -9.464 -0.903 -2.011 -0.5575 -0.4564 -1.0894 -0.450
C -9.791 -1.232 -3.139 0.0016 0.1029 0.2479 0.250
C -10.938 -0.597 -3.821 -0.1951 0.0578 -0.2216 -0.336
C -11.297 -0.959 -5.053 -0.0614 0.2149 0.2878 -0.371
C -10.563 -2.010 -5.789 -0.1670 -0.1416 -0.5221 0.339
O -10.890 -2.339 -6.914 0.1109 0.1015 0.3667 -0.541
C -9.416 -2.646 -5.107 0.2435 -0.0543 0.2823 -0.402
C -9.057 -2.283 -3.874 0.0721 -0.1648 -0.2129 -0.230
H -11.464 0.172 -3.268 0.0363 -0.0213 0.0243 0.434
H -12.135 -0.505 -5.567 0.0209 -0.0318 -0.0249 0.398
H -8.890 -3.414 -5.659 -0.0366 0.0221 -0.0203 0.404
H -8.220 -2.737 -3.360 -0.0165 0.0076 0.0213 0.427
O -3.929 9.383 0.872 0.0582 0.2464 0.1582 -0.547
C -3.651 10.443 1.405 -0.0370 -0.3595 -0.1915 0.438
C -2.296 11.024 1.297 0.2664 0.2369 -0.0309 -0.130
C -1.992 12.183 1.883 0.0317 -0.2534 -0.1629 -0.409
C -2.997 12.937 2.662 0.2067 0.4279 0.2038 0.361
O -2.720 13.996 3.195 -0.1158 -0.2949 -0.1404 -0.550
C -4.352 12.356 2.769 -0.2599 -0.2530 -0.0656 -0.367
C -4.656 11.196 2.184 -0.1409 0.2485 0.1926 -0.360
H -1.572 10.460 0.723 -0.0360 -0.0460 0.0627 0.329
H -1.005 12.623 1.815 -0.0265 0.0213 0.0195 0.427
H -5.076 12.920 3.344 0.0438 0.0211 -0.0024 0.402
H -5.643 10.756 2.252 0.0220 -0.0258 -0.0201 0.414
```
Positions in Å, forces in eV/Å.

E_LUMO, eV: -2.02
Maximum force, eV/A: 7.127
SMILES: CCCCCC[C@@](C#N)(CC#N)S(C)(=O)=O.O=C1C=CC(=O)C=C1.O=C1C=CC(=O)C=C1.O=C1C=CC(=O)C=C1.O=C1C=CC(=O)C=C1.O=C1C=CC(=O)C=C1.O=C1C=CC(=O)C=C1
HOMO energy, Eh: -0.372
E, eV: -91887.7021